No. 1
Entry from the Open Molecules 2025 dataset: a 2-piece molecular cluster, CH7NO2 overall (ωB97M-V with the def2-TZVPD basis set).

For the frontier orbital gap, the calculation gives 10.75 eV. As for the net charge: 0. As for the HOMO energy: -9.8 eV. The max |F| comes out at 0.014 hartree/bohr. The value obtained for the electronic energy is -6735.1980 eV. As for the SMILES: NCO.O.

```
11
Properties=species:S:1:pos:R:3:forces:R:3
N 0.5880 -1.7587 -0.1112 0.4 0.2 0.3
C 0.9392 -1.1422 -1.3672 0.0 0.3 0.4
O 1.5395 0.1686 -1.2337 -0.2 -0.7 -0.1
H 1.4136 -2.1214 0.3623 -0.1 0.1 -0.2
H 0.2105 -1.0490 0.5129 -0.2 -0.1 -0.2
H 1.6454 -1.8031 -1.8733 -0.3 0.0 -0.2
H 0.0217 -1.0074 -1.9436 0.2 0.0 -0.1
H 2.4572 0.0529 -1.4814 0.2 0.3 0.1
O -2.8763 2.8296 1.9973 0.0 0.5 -0.3
H -3.0611 3.6577 2.4526 0.0 0.0 -0.1
H -2.8776 2.1729 2.6853 0.0 -0.4 0.4
```
Forces are in eV/Å.

Atomic partial charges in e from the Löwdin method, atoms 1 to 8: 0.003, -0.341, -0.079, 0.064, 0.070, 0.112, 0.108, 0.063

=====

No. 2
Entry from the Open Molecules 2025 dataset: a 8-piece molecular cluster, H16O8 overall (ωB97M-V with the def2-TZVPD basis set).

For the frontier orbital gap, the calculation gives 11.90 eV. As for the net charge: 0. As for the HOMO energy: -11.4 eV. The max |F| comes out at 0.031 hartree/bohr. The value obtained for the electronic energy is -16641.8884 eV. As for the SMILES: O.O.O.O.O.O.O.O.

```
24
Properties=species:S:1:pos:R:3:forces:R:3
O -1.1347 1.7958 1.0954 0.1 0.7 -0.6
H -0.5927 2.1142 0.3297 -0.3 -0.2 0.5
H -0.5020 1.4141 1.7165 0.3 -0.2 0.1
O 0.3156 2.0276 -1.2813 -0.2 -0.2 -0.1
H -0.1837 1.2311 -1.6708 0.3 0.2 0.3
H 0.2736 2.6649 -1.9932 0.1 0.4 -0.1
O 0.7597 0.1301 2.2137 0.0 -0.3 0.1
H 0.9852 0.0599 3.1408 0.2 0.2 0.3
H 0.4750 -0.7926 1.9740 -0.2 0.1 -0.2
O -2.1622 -0.3857 0.2013 -1.5 -0.5 -0.1
H -1.8369 0.4830 0.5577 0.0 0.2 0.2
H -3.1423 -0.3763 0.2971 1.1 0.0 -0.1
O -0.2016 -2.1993 1.2591 0.2 0.1 -0.6
H 0.3372 -2.3028 0.4358 -0.3 0.1 0.5
H -1.0051 -1.7727 0.9044 0.0 0.0 0.2
O -0.8888 -0.0366 -2.1564 -1.3 0.6 -0.2
H -0.2645 -0.7463 -2.0694 0.9 -0.9 0.1
H -1.5534 -0.2393 -1.4576 0.2 0.1 -0.2
O 1.0517 -1.6897 -1.1606 0.3 -0.1 -0.1
H 1.6253 -0.9246 -0.8373 -0.2 -0.3 0.0
H 1.6197 -2.2897 -1.6529 0.0 0.0 0.0
O 2.2698 0.3519 -0.1485 -0.7 0.9 0.6
H 1.8417 0.4034 0.7508 0.6 -0.2 -0.7
H 1.8465 1.1198 -0.6064 0.3 -0.5 0.1
```
Forces are in eV/Å.

Atomic partial charges in e from the Löwdin method, atoms 1 to 8: -0.058, 0.042, 0.019, -0.099, 0.009, 0.061, -0.072, 0.070

=====

No. 3
Entry from the Open Molecules 2025 dataset: a 2-piece molecular cluster, C22H41F3NO4 overall (ωB97M-V with the def2-TZVPD basis set).

For the frontier orbital gap (spin up / spin down), the calculation gives 8.64 / 10.02 eV. Its multiplicity is 2. As for the net charge: 0. The expectation value of S² is 0.75. As for the HOMO energy (spin up / spin down): -8.0 / -9.4 eV. The max |F| comes out at 0.007 hartree/bohr. The value obtained for the electronic energy is -41310.3642 eV.

```
71
Properties=species:S:1:pos:R:3:forces:R:3
C 2.1226 -1.9240 1.6562 -0.1 0.1 -0.1
C 1.2971 -1.1809 2.7234 0.1 0.0 0.1
C 0.7309 0.1770 2.2668 -0.1 0.0 -0.1
C -0.7912 0.2727 2.3616 -0.1 0.0 -0.1
O -1.2878 1.2342 1.4421 -0.2 0.1 0.0
C -2.2285 0.8097 0.4354 0.1 -0.1 0.0
C -2.5094 2.0805 -0.3784 0.0 0.1 -0.1
C -1.2924 2.9775 -0.5846 0.0 0.0 -0.1
C -1.4916 4.0506 -1.6596 -0.1 0.0 0.0
C -0.2331 4.9153 -1.7690 0.1 0.0 0.0
C -1.8338 3.4430 -3.0224 0.0 0.1 0.0
C -1.5659 -0.2547 -0.4696 0.1 0.1 0.1
C -2.4472 -1.2928 -1.1945 0.0 0.1 0.1
C -2.8194 -0.8494 -2.6242 0.0 0.1 0.0
C -1.6652 -2.6047 -1.2795 0.0 -0.1 -0.1
N -3.6793 -1.5933 -0.4201 -0.2 0.0 -0.3
O -4.3563 -2.5832 -0.8561 0.1 0.0 0.1
C -4.4580 -0.5549 0.2917 0.1 0.0 0.0
C -5.4094 -1.2704 1.2519 -0.1 -0.1 0.0
C -5.2809 0.2636 -0.7095 -0.1 0.1 0.1
C -3.4986 0.2992 1.1238 0.0 0.0 0.0
H 2.3210 -1.2801 0.7979 0.0 0.0 0.0
H 1.6059 -2.8090 1.2814 0.0 0.0 0.0
H 3.0917 -2.2438 2.0387 0.0 -0.1 0.0
H 1.9181 -1.0301 3.6078 0.0 0.0 0.0
H 0.4719 -1.8204 3.0505 0.0 0.0 0.0
H 1.1762 0.9894 2.8445 0.0 0.0 -0.1
H 0.9937 0.3735 1.2243 0.0 -0.1 0.0
H -1.1061 0.5770 3.3657 0.0 -0.1 0.0
H -1.2269 -0.7146 2.1818 0.0 0.0 -0.1
H -2.8788 1.7735 -1.3571 -0.1 0.0 0.1
H -3.3135 2.6539 0.0943 0.1 0.0 0.0
H -1.0358 3.4599 0.3588 0.1 -0.1 0.0
H -0.4266 2.3682 -0.8730 0.0 0.0 0.0
H -2.3268 4.6932 -1.3557 0.0 0.0 0.0
H -0.4668 5.9281 -2.1005 0.0 0.0 -0.1
H 0.4689 4.4766 -2.4835 0.0 0.0 0.0
H 0.2847 4.9916 -0.8107 -0.1 0.0 0.0
H -1.7005 4.1806 -3.8173 0.0 0.0 0.0
H -1.1678 2.6006 -3.2373 0.0 0.0 0.0
H -2.8664 3.0963 -3.0855 0.0 -0.1 0.0
H -0.9994 0.2745 -1.2425 0.1 -0.1 0.1
H -0.8222 -0.7959 0.1136 -0.1 -0.1 0.1
H -3.7753 -1.2826 -2.9174 0.1 -0.1 0.0
H -2.8745 0.2342 -2.7291 -0.1 0.0 0.0
H -2.0602 -1.2051 -3.3237 0.0 0.1 0.0
H -1.6600 -3.1086 -0.3122 0.1 0.0 0.0
H -2.1026 -3.2757 -2.0171 0.0 0.0 0.1
H -0.6356 -2.3883 -1.5742 0.0 0.0 0.0
H -6.3215 -1.5903 0.7511 0.0 0.0 0.0
H -5.6735 -0.5977 2.0702 0.0 0.0 0.0
H -4.9296 -2.1572 1.6657 0.0 0.1 0.1
H -4.6712 0.7622 -1.4582 0.0 0.0 0.0
H -5.9949 -0.3884 -1.2140 0.1 0.0 0.0
H -5.8381 1.0293 -0.1639 0.0 0.0 0.0
H -3.2218 -0.2870 2.0015 0.1 -0.1 0.0
H -4.0564 1.1644 1.4938 0.0 0.0 0.1
C 8.7747 -1.8929 2.2395 0.0 0.0 0.0
C 8.2047 -2.8462 1.2149 0.1 -0.1 0.0
O 6.9817 -2.3207 0.6425 0.0 0.0 -0.1
C 7.1294 -1.4487 -0.3413 -0.1 0.0 0.0
O 8.1507 -1.0471 -0.8144 0.0 0.0 0.0
C 5.7391 -1.0155 -0.8675 0.0 0.0 0.0
F 4.8959 -0.7475 0.1395 0.1 0.0 -0.2
F 5.2103 -2.0084 -1.6044 0.0 0.2 0.1
F 5.8486 0.0693 -1.6324 -0.1 -0.2 0.1
H 8.0393 -1.6805 3.0153 0.0 0.0 0.0
H 9.6508 -2.3423 2.7070 0.0 0.0 0.0
H 9.0773 -0.9557 1.7746 0.0 0.0 0.0
H 7.9052 -3.7899 1.6639 0.0 0.0 0.0
H 8.9101 -3.0414 0.4087 0.0 0.0 0.0
```
Forces are in eV/Å.

Atomic partial charges in e from the Löwdin method, atoms 1 to 8: -0.102, -0.238, -0.171, -0.219, -0.109, -0.412, -0.116, -0.176

=====

No. 4
Entry from the Open Molecules 2025 dataset: C7H17N2O4P as an isolated structure (ωB97M-V with the def2-TZVPD basis set).

For the frontier orbital gap, the calculation gives 10.00 eV. As for the net charge: +2. As for the HOMO energy: -18.1 eV. The max |F| comes out at 0.082 hartree/bohr. The value obtained for the electronic energy is -27975.3069 eV.

```
31
Properties=species:S:1:pos:R:3:forces:R:3
C 1.0448 -0.4261 -0.8545 -0.1 0.1 -3.1
C 2.4027 0.8436 0.5505 -3.1 -1.1 -1.3
C 1.6697 -0.2237 1.4111 1.8 -0.8 1.1
C 2.6904 1.0995 -2.0077 -0.4 -2.6 -3.0
C 0.8527 -2.4849 0.5110 -0.8 -0.9 1.2
C -1.9946 1.9884 1.6944 -0.4 1.6 0.3
C -3.9811 -0.7588 -1.1781 0.9 0.0 1.2
N 2.1177 0.3341 -0.9103 0.0 0.1 4.2
N 0.7696 -1.0227 0.4930 -1.7 2.2 0.9
O -0.3513 0.6913 -0.9508 -0.7 -0.4 0.4
O -2.4395 1.0658 0.6445 0.1 0.5 0.6
O -2.5046 -0.6867 -1.1416 2.3 1.8 1.6
O -0.6709 -0.7633 0.9384 0.8 -0.1 -1.1
P -1.5535 0.1582 -0.1698 0.2 -1.9 -2.8
H 0.8445 -1.1018 -1.7527 -0.1 1.0 1.4
H 1.8831 1.8312 0.6899 1.2 -0.7 -0.2
H 3.4198 0.7221 0.7821 1.4 0.8 -0.1
H 2.3297 -0.9278 2.0009 -0.2 0.3 -1.5
H 1.2366 0.2063 2.2990 -1.4 0.3 -0.3
H 2.1646 2.0256 -2.1810 0.0 0.4 0.4
H 2.4799 0.4608 -3.0037 0.7 1.4 2.2
H 3.7745 1.1835 -1.8498 -0.5 0.2 -0.1
H 0.6664 -2.8099 1.5623 0.2 0.3 -0.8
H 0.0187 -2.8398 -0.1118 0.6 -0.1 0.0
H 1.8419 -2.7917 0.2147 0.3 -0.1 -0.4
H -1.8159 1.4638 2.6065 0.7 -0.9 0.3
H -2.9230 2.5179 1.9724 0.7 0.3 -0.7
H -1.1253 2.6656 1.3914 -1.5 -1.0 0.1
H -4.4623 -0.0350 -1.7805 0.2 1.5 -0.3
H -4.2819 -0.7529 -0.1399 -0.7 -0.3 -0.1
H -4.1036 -1.6328 -1.7301 -0.6 -1.9 -0.2
```
Forces are in eV/Å.

Atomic partial charges in e from the Löwdin method, atoms 1 to 8: -0.124, 0.015, -0.028, 0.017, 0.067, 0.006, 0.027, -0.087

=====

No. 5
Entry from the Open Molecules 2025 dataset: one molecule with the formula C7H7F3NP (ωB97M-V with the def2-TZVPD basis set).

For the frontier orbital gap (spin up / spin down), the calculation gives 6.92 / 7.08 eV. As for the net charge: 0. As for the HOMO energy (spin up / spin down): -8.5 / -9.1 eV. The max |F| comes out at 0.088 hartree/bohr. The value obtained for the electronic energy is -26302.4612 eV. As for the SMILES: Cc1ccccc1N=P(F)(F)F.

```
19
Properties=species:S:1:pos:R:3:forces:R:3
C 1.2016 1.5133 0.0714 0.9 0.5 -2.8
C 0.4485 0.2807 -0.1074 -2.1 0.0 0.8
C -0.9615 0.4091 -0.1378 1.7 0.4 1.8
C -1.7726 -0.6789 0.0161 -3.8 -1.1 -2.3
C -1.2037 -1.9456 0.0454 -1.3 -2.0 -0.2
C 0.1333 -2.1197 0.1197 -0.4 -0.6 -0.1
C 1.0136 -1.0121 -0.0777 0.3 -0.8 -0.4
N 2.2312 -1.3243 -0.4098 1.3 0.4 0.5
P 3.8880 -0.0605 0.2379 3.3 -0.5 -0.9
F 4.7937 -1.3789 0.2430 -0.9 0.6 -0.1
F 5.0301 0.7458 1.1243 -1.2 -0.2 -0.4
F 4.4646 0.5616 -1.1598 -1.2 -0.7 1.2
H 2.2023 1.4920 0.4588 0.2 -0.2 0.1
H 1.2217 1.9927 -0.9351 0.6 -0.2 0.4
H 0.6600 2.2086 0.6020 -1.3 1.4 1.6
H -1.2834 1.3963 0.1205 -0.7 0.5 -0.7
H -2.9588 -0.7182 -0.2134 2.9 0.8 1.1
H -1.8196 -2.9017 -0.0692 0.6 1.7 0.6
H 0.4065 -3.1540 0.2528 1.0 0.1 -0.3
```
Forces are in eV/Å.

Atomic partial charges in e from the Löwdin method, atoms 1 to 8: -0.067, -0.199, -0.046, -0.083, -0.120, -0.028, -0.398, 0.104

=====

No. 6
Entry from the Open Molecules 2025 dataset: C38H38AlN7O9 as an isolated structure (ωB97M-V with the def2-TZVPD basis set).

For the frontier orbital gap, the calculation gives 4.27 eV. As for the net charge: 0. As for the HOMO energy: -8.5 eV. The max |F| comes out at 0.115 hartree/bohr. The value obtained for the electronic energy is -75470.6030 eV.

```
93
Properties=species:S:1:pos:R:3:forces:R:3
Al 0.0679 0.1951 -0.9805 -0.3 0.3 -0.8
O 0.5734 1.5758 -5.7484 -0.3 0.0 0.5
C 0.3743 1.1168 -4.5004 0.3 -3.0 4.4
O 0.7358 -0.0674 -4.1687 0.0 1.5 -1.3
O -0.1407 1.8617 -3.5821 0.2 0.5 -1.2
H 0.1698 2.4426 -5.6628 -0.1 0.6 -0.5
O 1.4556 0.3303 3.6871 0.1 0.9 1.9
C 1.1493 0.5373 2.4280 -1.6 -2.1 -2.7
O 1.8930 -0.0149 1.6145 3.4 -1.2 -2.1
O 0.0753 0.9463 2.0156 -3.3 2.3 0.4
H 2.2775 -0.1340 3.5128 0.6 -0.4 0.8
O -3.9169 -2.4036 -1.9790 -0.8 -0.7 -0.6
C -2.8436 -1.7314 -1.6719 2.9 1.5 -1.4
O -2.5345 -1.4776 -0.5496 -0.7 0.3 5.9
O -2.0004 -1.3270 -2.5039 1.3 0.9 -3.5
H -4.0868 -2.6409 -1.0644 -1.3 -0.7 0.4
N -2.4785 1.7893 -0.8414 0.1 0.6 0.3
C -3.1318 1.9253 -2.0092 -1.2 -0.3 0.5
C -4.3913 2.5377 -2.1097 0.6 0.5 1.2
C -5.0109 2.9836 -0.9361 0.6 -0.1 1.1
C -4.3405 2.8894 0.3172 1.4 -1.0 -2.2
C -3.0136 2.3675 0.2731 -1.3 0.1 -0.8
H -2.7930 1.4638 -2.9249 0.9 -0.1 0.2
H -4.7900 2.7345 -3.0939 -0.3 -0.2 0.1
H -5.9931 3.4326 -0.9374 -0.1 0.0 -0.2
H -4.7748 3.1406 1.2736 -0.1 0.3 -0.1
H -2.4260 2.4776 1.1725 0.4 -0.6 -0.1
N -1.4828 -3.3466 1.9672 -0.3 1.7 2.3
C -1.2967 -4.6450 1.8513 1.1 -0.6 -0.3
C -1.0878 -5.5308 2.8993 -0.9 0.2 -0.4
C -1.2818 -5.0460 4.1806 0.6 -1.0 0.9
C -1.4825 -3.7249 4.4160 -0.6 2.1 -2.7
C -1.5519 -2.8713 3.2386 -0.1 -1.8 1.3
H -1.1217 -4.9353 0.8259 -0.4 -0.5 -0.2
H -0.9404 -6.5792 2.6863 0.2 0.0 0.1
H -1.2194 -5.6707 5.0594 0.0 -0.5 -0.1
H -1.6867 -3.3183 5.3955 0.2 0.0 0.0
H -1.7003 -1.8286 3.4776 0.0 0.3 -0.8
N -6.1721 0.3530 3.5242 0.9 1.1 1.3
C -5.4882 1.1195 4.4444 0.3 -1.1 -0.8
C -4.1015 1.3457 4.3998 -2.0 -0.3 -0.9
C -3.4310 0.7974 3.3055 0.9 1.0 0.7
C -4.0628 -0.0127 2.4065 -1.6 -0.8 -0.3
C -5.4550 -0.1982 2.5556 0.6 0.3 0.6
H -6.0693 1.4944 5.2739 -0.2 0.1 0.0
H -3.6327 2.0104 5.1103 0.1 -0.1 0.0
H -2.4098 1.1314 3.1957 0.4 -0.6 -0.3
H -3.6139 -0.5693 1.5971 0.6 0.3 -0.1
H -6.0176 -0.8311 1.8853 0.1 -0.1 -0.3
N 2.9871 -1.1574 -1.5399 0.9 -0.3 -0.9
C 3.6210 -1.8843 -0.5931 0.0 0.0 -1.5
C 4.8797 -2.4677 -0.8165 -1.5 0.2 2.6
C 5.5344 -2.2731 -1.9663 1.1 -0.5 -1.0
C 4.8867 -1.6302 -2.9756 -1.5 1.7 -1.2
C 3.6152 -1.0489 -2.7688 0.5 -0.5 2.3
H 3.1033 -2.1036 0.3290 0.0 0.5 0.1
H 5.3140 -3.0092 0.0109 0.1 -0.1 0.0
H 6.5346 -2.6604 -2.0928 0.1 0.0 -0.1
H 5.3521 -1.4606 -3.9354 0.1 -0.1 -0.1
H 3.1364 -0.4213 -3.5059 -0.3 -0.2 -0.1
N 0.7132 -2.7960 -0.7823 0.0 -2.1 -2.5
C 0.8910 -3.5618 -1.9278 -0.6 0.8 0.4
C 1.3781 -4.8805 -1.9656 -1.2 2.9 -0.7
C 1.7178 -5.4065 -0.7650 1.1 -2.4 0.4
C 1.6123 -4.7237 0.4039 -1.1 0.9 0.0
C 1.0191 -3.4594 0.3142 1.6 1.7 1.4
H 0.5828 -3.0864 -2.8473 0.1 0.2 -0.1
H 1.4278 -5.3334 -2.9448 0.2 -0.4 0.2
H 2.1028 -6.4151 -0.7335 0.1 -0.2 0.0
H 1.8766 -5.1753 1.3487 0.0 0.2 0.1
H 1.0634 -2.7556 1.1322 -0.5 -0.5 0.8
N 0.3304 3.3014 -0.3804 -1.2 1.2 -0.3
C -0.3440 4.2293 -1.1600 1.7 -0.1 1.7
C -0.3015 5.6106 -0.8454 0.4 0.1 -0.1
C 0.3805 6.0830 0.2634 0.3 -2.5 1.2
C 1.0345 5.0956 1.0456 -1.0 1.1 0.3
C 0.9545 3.7550 0.7390 0.0 0.1 -1.8
H -0.8721 3.8543 -2.0243 0.1 -0.2 0.0
H -0.7140 6.4330 -1.4110 -0.7 -0.6 -0.7
H 0.2579 7.0857 0.6457 0.3 0.2 -0.4
H 1.4303 5.3299 2.0228 0.4 0.3 -0.1
H 1.5118 3.0725 1.3635 -0.3 -0.5 -0.2
N 2.8644 1.9032 -1.3037 1.3 0.9 -0.5
C 3.2267 2.6253 -2.4260 -0.3 -0.9 2.0
C 4.5171 3.0888 -2.6204 0.0 -0.4 0.1
C 5.5001 2.8700 -1.6443 -0.7 0.5 -0.4
C 5.1175 2.2717 -0.4523 0.8 0.9 -1.3
C 3.8307 1.8013 -0.3611 -0.8 -0.6 0.1
H 2.4344 2.8690 -3.1183 -0.1 -0.3 -0.1
H 4.6970 3.5903 -3.5599 0.4 0.1 0.0
H 6.5020 3.2396 -1.8056 0.1 0.0 0.0
H 5.8264 2.2338 0.3617 -0.2 -0.4 0.1
H 3.6662 1.2725 0.5661 -1.0 -0.3 -0.1
```
Forces are in eV/Å.

Atomic partial charges in e from the Löwdin method, atoms 1 to 8: 1.366, 0.111, -0.757, -0.068, -0.115, 0.104, 0.136, -0.905